(1)
ORCA calculation (ωB97M-V/def2-TZVPD) on C17H28ClIrO3P as an isolated structure at a distorted geometry.

Each line ends with the Löwdin spin population.
CARTESIAN COORDINATES (ANGSTROEM)
C (0.121, 0.559, -5.685)  0.59
C (1.490, 1.013, -5.306)  0.09
C (-0.136, -0.896, -5.899)  0.09
C (-1.036, 1.475, -5.468)  0.09
Cl (-0.174, -0.184, -2.554)  0.59
H (-0.122, -1.209, -6.957)  0.03
H (-1.107, -1.178, -5.466)  0.01
H (0.595, -1.506, -5.348)  0.01
H (2.082, 1.402, -6.152)  0.03
H (2.058, 0.195, -4.838)  0.01
H (1.440, 1.794, -4.533)  0.01
H (-1.351, 2.028, -6.370)  0.03
H (-0.811, 2.204, -4.675)  0.01
H (-1.901, 0.913, -5.085)  0.01
C (1.184, -1.170, 1.010)  0.07
C (0.954, -2.349, 0.208)  0.07
C (1.432, -2.078, -1.108)  0.10
H (0.500, -3.283, 0.521)  0.00
C (2.032, -0.783, -1.109)  0.28
C (1.813, -0.189, 0.163)  0.04
H (2.065, 0.831, 0.442)  0.00
H (0.980, -1.064, 2.070)  0.01
H (1.316, -2.721, -1.971)  0.00
H (2.487, -0.275, -1.945)  0.01
C (-1.599, 0.778, 0.498)  0.03
C (-1.712, -0.525, 1.095)  0.08
C (-2.264, -1.416, 0.107)  0.07
H (-1.513, -0.770, 2.137)  0.01
C (-2.490, -0.664, -1.079)  0.14
C (-2.099, 0.690, -0.834)  0.22
H (-2.084, 1.508, -1.544)  0.01
H (-1.197, 1.679, 0.956)  0.00
H (-2.457, -2.481, 0.228)  0.00
H (-2.839, -1.070, -2.022)  0.00
Ir (-0.264, -0.696, -0.388)  1.26
C (0.339, -1.518, 4.758)  0.02
O (-0.785, -0.672, 4.426)  0.07
P (-0.658, 0.954, 4.294)  0.38
O (0.050, 1.396, 5.712)  0.26
C (-0.438, 0.928, 6.988)  0.02
O (0.619, 1.011, 3.177)  0.21
C (1.209, 2.289, 2.836)  0.01
H (0.385, -2.303, 3.996)  0.00
H (0.151, -1.969, 5.737)  0.00
H (1.292, -0.967, 4.773)  0.00
H (-1.536, 0.831, 7.016)  0.01
H (0.026, -0.033, 7.254)  0.01
H (-0.129, 1.686, 7.717)  0.00
H (1.233, 2.362, 1.733)  0.00
H (0.615, 3.128, 3.244)  0.01
H (2.235, 2.316, 3.241)  0.01

Computed properties:
Charge   +2
Electronic energy   -1795.284959 hartree
HOMO-LUMO gap (alpha / beta)   4.52 / 4.17 eV
Energy above the lowest of the compared OMol25 structures with the same formula, charge and spin   6.0 kcal per mole
Largest force on an atom   5.67 eV/Å
Multiplicity   6



(2)
ORCA calculation (ωB97M-V/def2-TZVPD) on C17H28CoN4O as an isolated structure.

Each line ends with the Löwdin spin population.
CARTESIAN COORDINATES (ANGSTROEM)
Co (0.495, 0.090, 0.004)  2.01
C (0.059, 1.756, 2.399)  0.00
C (0.031, 2.769, 1.270)  0.00
N (-0.422, 2.160, 0.014)  0.04
C (-1.884, 1.971, -0.106)  0.02
C (-2.342, 0.708, 0.571)  0.13
C (-3.569, 0.563, 1.141)  0.05
C (-3.956, -0.678, 1.714)  0.31
C (-2.981, -1.712, 1.688)  0.05
C (-1.770, -1.507, 1.103)  0.13
C (-0.721, -2.580, 0.969)  0.02
N (0.646, -2.024, 0.930)  0.04
C (1.269, -1.798, 2.235)  0.00
C (0.714, -0.551, 2.900)  0.00
N (0.956, 0.638, 2.073)  0.03
N (-1.406, -0.307, 0.523)  0.25
H (-0.938, 1.338, 2.542)  0.00
H (0.345, 2.253, 3.334)  0.00
H (1.036, 3.157, 1.097)  0.00
H (-0.611, 3.610, 1.560)  0.00
H (-0.094, 2.724, -0.759)  0.00
H (-2.095, 1.926, -1.181)  0.01
H (-2.427, 2.834, 0.298)  0.00
H (-4.244, 1.412, 1.153)  0.00
H (-4.919, -0.816, 2.180)  0.02
H (-3.188, -2.679, 2.134)  0.00
H (-0.855, -3.118, 0.024)  0.01
H (-0.830, -3.315, 1.777)  0.00
H (1.230, -2.636, 0.377)  0.00
H (2.345, -1.679, 2.074)  0.00
H (1.133, -2.653, 2.911)  0.00
H (1.136, -0.448, 3.908)  0.00
H (-0.366, -0.651, 3.012)  0.00
H (1.922, 0.940, 2.158)  0.00
C (1.009, 1.167, -3.268)  0.00
C (1.472, -0.234, -2.872)  0.00
C (0.316, -1.218, -3.060)  0.01
C (2.643, -0.652, -3.768)  0.00
C (1.945, -0.265, -1.417)  -0.02
H (0.701, 1.179, -4.315)  0.00
H (1.803, 1.906, -3.141)  0.00
H (0.147, 1.477, -2.671)  0.00
H (-0.012, -1.229, -4.103)  0.00
H (-0.541, -0.959, -2.433)  0.01
H (0.625, -2.233, -2.796)  0.00
H (2.337, -0.681, -4.817)  0.00
H (3.000, -1.648, -3.497)  0.00
H (3.478, 0.044, -3.672)  0.00
H (2.492, -1.144, -1.084)  0.00
O (2.717, 1.911, -0.434)  -0.06
C (2.168, 0.883, -0.679)  -0.09

Computed properties:
Electronic energy   -2341.552496 hartree
HOMO-LUMO gap (alpha / beta)   4.54 / 7.97 eV
Largest force on an atom   0.34 eV/Å
Multiplicity   4